[1]
A cluster of 3 separate species, C4H17N2O2 in total, computed with the ωB97M-V functional and the def2-TZVPD basis.

Its net charge is +1. The relative energy (zero: lowest compared OMol25 entry of this formula, charge and spin) is 242.8 kJ/mol. The strongest force on any atom is 5.05 eV/A. For the LUMO energy, the calculation gives -2.8846 eV. The HOMO-LUMO gap is 10.38 eV. The calculation puts the total energy at -11491.374 eV.

```
25
C4H17N2O2 (the ωB97M-V functional and the def2-TZVPD basis)
C -0.07 -1.66 1.02
N -0.25 -1.48 2.47
C 0.55 -0.33 0.45
N -0.56 0.70 0.79
C 0.85 0.60 -2.03
C 0.78 -0.59 -1.07
H -1.03 -2.15 0.69
H 0.56 -2.48 0.83
H -0.99 -2.17 2.76
H 0.61 -1.58 3.09
H 1.57 -0.07 1.00
H -0.64 1.34 -0.11
H -1.46 0.35 1.00
H -0.27 1.30 1.52
H 1.79 0.73 -2.50
H 0.61 1.54 -1.52
H 0.17 0.46 -2.90
H 0.02 -1.29 -1.42
H 1.72 -1.25 -1.27
H -3.23 -0.20 -0.85
H -3.21 -0.08 -2.17
O -2.57 -0.18 -1.46
H 2.28 2.29 0.75
H 2.24 2.56 -0.76
O 1.60 2.44 0.06
```

[2]
An isolated molecule of CH6NPS, computed with the ωB97M-V functional and the def2-TZVPD basis.

The relative energy (zero: lowest compared OMol25 entry of this formula, charge and spin) is 107.7 kJ/mol. The strongest force on any atom is 3.23 eV/A. For the LUMO energy, the calculation gives 0.8337 eV. As for the SMILES: CSPN. The HOMO-LUMO gap is 9.44 eV. The calculation puts the total energy at -22747.663 eV.

```
10
CH6NPS (the ωB97M-V functional and the def2-TZVPD basis)
C 0.69 -1.09 1.14
S -0.27 0.44 1.26
P -1.33 0.32 -0.53
N -0.24 1.35 -1.69
H 1.51 -0.63 0.58
H -0.01 -1.81 0.51
H 0.98 -1.57 2.05
H -2.07 1.47 -0.29
H 0.65 1.00 -1.35
H -0.37 1.31 -2.71
```

[3]
A structure of composition C32H81AlBaN6O14, computed with the ωB97M-V functional and the def2-TZVPD basis.

Its net charge is +4. The strongest force on any atom is 8.89 eV/A. For the LUMO energy, the calculation gives -13.6167 eV. The HOMO-LUMO gap is 1.03 eV. The calculation puts the total energy at -79335.721 eV.

```
135
C32H81AlBaN6O14 (the ωB97M-V functional and the def2-TZVPD basis)
Ba -2.83 0.23 4.74
Al 4.74 -4.61 0.12
N 0.14 0.44 -0.48
O -0.81 0.65 0.11
O 0.49 1.29 -1.28
O 0.72 -0.65 -0.39
C 1.66 8.52 -4.68
C 1.91 7.34 -3.76
O 1.82 6.26 -4.70
H 0.63 8.66 -5.00
H 2.21 8.40 -5.62
H 1.92 9.50 -4.26
H 1.10 7.37 -3.04
H 2.89 7.35 -3.27
H 1.51 5.46 -4.27
C 10.01 -3.68 1.27
O 9.08 -2.60 1.03
C 9.57 -1.45 1.74
C 8.80 -0.07 1.63
N 8.02 -0.10 0.36
C 7.15 1.11 0.33
C 7.83 2.33 -0.15
O 8.32 2.04 -1.45
C 8.64 3.24 -2.29
H 10.05 -3.91 2.34
H 10.96 -3.41 0.82
H 9.56 -4.58 0.86
H 10.60 -1.27 1.44
H 9.49 -1.63 2.81
H 9.50 0.75 1.48
H 8.24 0.02 2.55
H 8.74 0.21 -0.28
H 6.46 1.28 1.16
H 6.48 0.87 -0.50
H 8.63 2.40 0.58
H 7.25 3.25 -0.02
H 9.57 3.65 -1.90
H 7.89 4.02 -2.40
H 8.78 2.94 -3.33
C -5.81 4.39 6.58
O -4.51 3.81 6.59
C -3.49 4.71 6.90
C -3.31 5.54 5.54
N -2.80 4.68 4.44
C -3.23 5.27 3.10
C -4.70 5.06 2.74
O -5.07 3.76 3.19
C -6.49 3.48 3.17
H -6.41 4.61 7.47
H -6.44 3.63 6.10
H -5.94 5.16 5.82
H -2.62 4.07 7.06
H -3.75 5.34 7.75
H -2.57 6.30 5.77
H -4.21 6.13 5.38
H -1.80 4.66 4.42
H -2.61 4.76 2.36
H -2.94 6.32 3.09
H -4.76 5.12 1.66
H -5.32 5.80 3.24
H -6.71 3.57 2.11
H -7.03 4.26 3.70
H -6.81 2.47 3.42
C -5.89 6.00 -11.37
O -4.82 5.28 -10.77
C -3.86 6.25 -10.26
C -3.37 5.82 -8.95
N -2.39 4.74 -8.85
C -3.08 3.45 -8.82
C -3.48 3.00 -7.39
O -4.27 1.82 -7.42
C -3.91 0.70 -8.17
H -6.36 6.59 -10.58
H -6.63 5.31 -11.78
H -5.43 6.56 -12.18
H -4.32 7.24 -10.20
H -2.98 6.33 -10.89
H -4.22 5.67 -8.28
H -2.78 6.69 -8.67
H -1.72 4.83 -8.10
H -2.49 2.75 -9.42
H -4.02 3.47 -9.37
H -4.13 3.81 -7.04
H -2.73 3.06 -6.61
H -4.25 -0.20 -7.67
H -2.82 0.71 -8.20
H -4.30 0.84 -9.18
C 1.81 -7.13 -2.76
O 3.10 -7.72 -2.19
C 2.89 -9.03 -2.25
C 4.07 -9.82 -1.74
N 4.11 -9.52 -0.29
C 5.20 -10.22 0.33
C 5.26 -9.95 1.89
O 5.51 -8.54 2.19
C 6.02 -8.55 3.57
H 0.92 -7.68 -2.45
H 1.76 -7.30 -3.83
H 1.69 -6.05 -2.66
H 2.76 -9.48 -3.23
H 2.02 -9.16 -1.60
H 4.92 -9.57 -2.39
H 4.06 -10.90 -1.90
H 3.33 -9.92 0.20
H 6.15 -9.84 -0.04
H 5.17 -11.26 -0.02
H 6.15 -10.53 2.14
H 4.43 -10.51 2.32
H 6.01 -7.57 4.05
H 7.03 -8.92 3.38
H 5.48 -9.21 4.25
C -2.46 -1.75 8.73
O -3.53 -1.91 7.83
C -4.40 -3.02 8.16
C -5.72 -2.74 7.46
N -5.51 -2.98 5.96
C -6.78 -3.09 5.24
C -6.55 -3.37 3.74
O -5.70 -2.44 3.11
C -5.51 -2.67 1.71
H -2.92 -1.51 9.70
H -1.72 -1.03 8.38
H -1.86 -2.62 8.97
H -4.60 -2.90 9.23
H -4.05 -4.02 7.93
H -6.28 -1.84 7.71
H -6.36 -3.53 7.86
H -5.08 -3.90 5.91
H -7.27 -2.12 5.35
H -7.52 -3.81 5.58
H -7.55 -3.24 3.32
H -6.29 -4.39 3.47
H -6.36 -3.11 1.18
H -4.59 -3.20 1.45
H -5.37 -1.65 1.34
```

[4]
A structure of composition C32H33BN10SSiY, computed with the ωB97M-V functional and the def2-TZVPD basis.

Its net charge is +1. The relative energy (zero: lowest compared OMol25 entry of this formula, charge and spin) is 207.6 kJ/mol. The strongest force on any atom is 0.37 eV/A. For the LUMO energy, the calculation gives -3.4033 eV. The HOMO-LUMO gap is 6.63 eV. The calculation puts the total energy at -69056.164 eV.

```
79
C32H33BN10SSiY (the ωB97M-V functional and the def2-TZVPD basis)
Y 0.83 -0.26 0.31
C -1.55 -3.78 1.74
C -0.67 -3.11 2.61
N 0.40 -2.65 1.98
N 0.25 -3.04 0.67
C -0.92 -3.71 0.52
B 1.54 -3.58 -0.08
N 1.40 -3.14 -1.54
C 1.30 -3.85 -2.67
C 1.16 -2.97 -3.72
C 1.18 -1.71 -3.11
N 1.33 -1.82 -1.79
N 2.77 -2.90 0.56
C 3.93 -3.47 0.90
C 4.79 -2.48 1.35
C 4.04 -1.31 1.23
N 2.82 -1.57 0.76
H -2.48 -4.26 1.98
H -0.78 -2.92 3.67
H -1.20 -4.12 -0.43
H 1.64 -4.77 0.00
H 1.34 -4.93 -2.65
H 1.05 -3.20 -4.76
H 1.08 -0.74 -3.57
H 4.07 -4.53 0.81
H 5.79 -2.59 1.70
H 4.32 -0.29 1.48
C -1.67 0.07 4.38
C -1.04 1.03 5.15
C 0.01 1.73 4.60
C 0.44 1.42 3.31
N -0.08 0.40 2.63
C -1.15 -0.21 3.13
C 1.37 2.30 2.56
C 1.80 3.52 3.09
C 2.54 4.37 2.30
C 2.86 3.99 1.01
C 2.43 2.75 0.56
N 1.69 1.93 1.31
C 2.87 2.22 -0.76
C 3.50 3.02 -1.70
C 4.09 2.43 -2.80
C 4.06 1.05 -2.91
C 3.36 0.33 -1.95
N 2.73 0.90 -0.93
H -2.55 -0.46 4.73
H -1.39 1.25 6.15
H 0.48 2.52 5.17
H -1.62 -0.95 2.49
H 1.54 3.80 4.10
H 2.88 5.32 2.69
H 3.46 4.63 0.39
H 3.55 4.10 -1.58
H 4.59 3.03 -3.55
H 4.55 0.53 -3.72
H 3.30 -0.75 -2.01
C -4.08 -1.43 -2.55
Si -4.32 0.42 -2.42
C -3.76 1.28 -3.98
C -6.14 0.75 -2.11
C -3.36 1.18 -0.97
C -3.95 2.15 -0.17
C -3.26 2.74 0.89
C -1.97 2.31 1.13
N -1.36 1.40 0.38
C -2.02 0.87 -0.66
S -1.05 -0.24 -1.59
H -4.81 -1.81 -3.27
H -4.26 -1.93 -1.60
H -3.08 -1.69 -2.89
H -4.31 0.90 -4.85
H -2.69 1.10 -4.16
H -3.92 2.35 -3.92
H -6.72 0.29 -2.91
H -6.39 1.81 -2.09
H -6.47 0.30 -1.17
H -4.97 2.46 -0.36
H -3.72 3.50 1.51
H -1.41 2.72 1.97
```

[5]
A cluster of 2 separate species, C8H20N4 in total, computed with the ωB97M-V functional and the def2-TZVPD basis.

The relative energy (zero: lowest compared OMol25 entry of this formula, charge and spin) is 47.9 kJ/mol. The strongest force on any atom is 2.42 eV/A. For the LUMO energy, the calculation gives 0.7211 eV. As for the SMILES: [H]/N=C(\C)NCC.NCC[C@@H]1CN1. The HOMO-LUMO gap is 9.63 eV. The calculation puts the total energy at -14579.603 eV.

```
32
C8H20N4 (the ωB97M-V functional and the def2-TZVPD basis)
H -0.87 1.43 -1.10
N -1.50 0.65 -0.85
C -2.41 1.05 -0.05
C -2.56 2.45 0.50
N -3.39 0.18 0.36
C -3.26 -1.24 0.07
C -4.51 -1.99 0.52
H -2.41 2.44 1.61
H -1.83 3.10 0.08
H -3.58 2.82 0.31
H -3.88 0.42 1.21
H -3.12 -1.35 -1.02
H -2.36 -1.66 0.55
H -4.43 -3.06 0.28
H -4.67 -1.90 1.60
H -5.41 -1.60 0.01
N 4.32 0.14 1.72
C 4.58 -0.33 0.36
C 3.38 -1.10 -0.19
C 2.13 -0.25 -0.26
C 1.17 -0.36 -1.37
N 2.10 0.76 -1.31
H 3.71 0.96 1.69
H 5.20 0.47 2.14
H 4.79 0.48 -0.29
H 5.44 -1.01 0.39
H 3.61 -1.45 -1.20
H 3.18 -1.97 0.45
H 1.71 0.03 0.71
H 1.36 -1.07 -2.18
H 0.17 -0.20 -1.17
H 1.63 1.61 -1.00
```

[6]
A cluster of 8 separate species, C25H68FNO28P6 in total, computed with the ωB97M-V functional and the def2-TZVPD basis.

The relative energy (zero: lowest compared OMol25 entry of this formula, charge and spin) is 0.0 kJ/mol. The strongest force on any atom is 2.36 eV/A. For the LUMO energy, the calculation gives 0.3166 eV. As for the SMILES: O=C1OC[C@@H](F)O1.COP(=O)(OC)OC.COP(=O)(OC)OC.COP(=O)(OC)OC.COP(=O)(OC)OC.COP(=O)(OC)OC.COP(=O)(OC)OC.COC[C@H](C)N. The HOMO-LUMO gap is 9.16 eV. The calculation puts the total energy at -144311.759 eV.

```
129
C25H68FNO28P6 (the ωB97M-V functional and the def2-TZVPD basis)
O 28.85 26.12 -2.78
C 28.82 27.18 -3.33
O 29.71 28.18 -3.13
C 29.17 29.38 -3.70
C 28.24 28.81 -4.77
F 28.97 28.71 -5.93
O 27.94 27.54 -4.27
H 28.46 29.88 -3.02
H 29.93 30.11 -3.94
H 27.40 29.49 -4.92
C 36.54 29.05 -4.02
O 35.44 28.16 -4.21
P 34.59 28.07 -5.55
O 35.32 27.88 -6.79
O 33.73 29.44 -5.44
C 32.75 29.67 -6.44
O 33.59 26.89 -5.24
C 32.64 26.94 -4.16
H 36.50 29.49 -3.03
H 36.53 29.87 -4.74
H 37.44 28.47 -4.20
H 33.00 30.60 -6.95
H 31.76 29.77 -6.00
H 32.63 28.87 -7.17
H 32.97 26.13 -3.51
H 31.65 26.70 -4.54
H 32.56 27.90 -3.64
C 24.51 28.74 0.39
O 25.27 29.30 -0.68
P 24.82 29.26 -2.22
O 25.76 29.95 -3.10
O 23.30 29.85 -2.24
C 23.03 31.06 -1.53
O 24.63 27.69 -2.50
C 25.60 26.77 -1.99
H 23.63 28.21 0.03
H 24.25 29.55 1.07
H 25.18 28.04 0.90
H 23.94 31.65 -1.41
H 22.63 30.85 -0.53
H 22.31 31.66 -2.07
H 26.53 27.22 -1.63
H 25.90 26.07 -2.76
H 25.24 26.25 -1.10
C 31.61 24.97 -1.15
O 31.58 25.03 0.26
P 32.90 24.72 1.12
O 33.82 23.69 0.59
O 33.52 26.18 1.19
C 32.93 27.14 2.06
O 32.28 24.46 2.56
C 32.49 23.25 3.29
H 32.58 24.57 -1.46
H 31.28 25.92 -1.59
H 30.88 24.28 -1.60
H 32.01 26.86 2.56
H 32.64 28.01 1.47
H 33.58 27.50 2.85
H 32.69 23.42 4.35
H 33.33 22.71 2.86
H 31.60 22.64 3.17
C 27.47 22.94 -3.73
O 26.33 23.80 -3.90
P 25.19 23.28 -4.95
O 25.42 22.05 -5.72
O 23.90 23.26 -4.03
C 22.62 23.01 -4.66
O 25.02 24.51 -5.96
C 24.83 25.82 -5.45
H 27.29 22.17 -2.97
H 28.28 23.54 -3.31
H 27.79 22.56 -4.69
H 22.19 22.14 -4.18
H 22.73 22.84 -5.73
H 22.05 23.94 -4.55
H 24.16 25.91 -4.59
H 24.29 26.44 -6.16
H 25.77 26.32 -5.21
C 33.61 31.87 0.56
O 33.55 32.23 -0.83
P 32.82 31.31 -1.92
O 31.38 31.23 -1.75
O 33.35 32.01 -3.26
C 34.71 32.16 -3.63
O 33.62 29.91 -1.91
C 33.40 28.98 -0.88
H 32.68 31.38 0.85
H 33.70 32.79 1.15
H 34.53 31.33 0.75
H 35.26 31.24 -3.76
H 35.24 32.80 -2.92
H 34.76 32.71 -4.58
H 34.12 29.07 -0.06
H 33.56 27.95 -1.21
H 32.38 28.95 -0.50
C 27.29 34.92 -7.58
O 28.34 34.56 -6.70
P 28.76 33.04 -6.40
O 27.78 32.23 -5.63
O 29.15 32.47 -7.83
C 29.63 31.12 -7.89
O 30.19 33.23 -5.70
C 30.28 33.09 -4.28
H 26.77 35.79 -7.17
H 26.53 34.15 -7.70
H 27.68 35.15 -8.57
H 29.92 30.78 -6.90
H 30.50 31.15 -8.55
H 28.88 30.41 -8.25
H 29.32 32.91 -3.79
H 30.76 33.97 -3.86
H 30.93 32.23 -4.10
C 26.34 28.42 -9.25
O 25.22 29.23 -9.50
C 25.02 30.29 -8.58
C 24.92 29.90 -7.10
C 23.68 29.06 -6.75
N 24.81 31.12 -6.30
H 27.29 28.98 -9.30
H 26.38 27.66 -10.03
H 26.39 27.90 -8.28
H 25.84 31.01 -8.69
H 24.06 30.69 -8.92
H 25.78 29.28 -6.81
H 23.58 28.97 -5.66
H 23.74 28.06 -7.19
H 22.74 29.51 -7.07
H 24.84 30.95 -5.30
H 25.63 31.71 -6.45
```

[7]
A structure of composition C13H33Cl2N2OP2STc, computed with the ωB97M-V functional and the def2-TZVPD basis.

Its net charge is +3. The relative energy (zero: lowest compared OMol25 entry of this formula, charge and spin) is 354.1 kJ/mol. The strongest force on any atom is 5.64 eV/A. For the LUMO energy (spin up / spin down), the calculation gives -12.9528 / -12.8380 eV. As for the spin multiplicity: 4. The HOMO-LUMO gap (spin up / spin down) is 6.06 / 6.29 eV. The calculation puts the total energy at -75668.909 eV.

```
55
C13H33Cl2N2OP2STc (the ωB97M-V functional and the def2-TZVPD basis)
C -3.79 0.68 -3.70
C -2.81 0.61 -2.65
H -3.49 0.24 -4.58
H -4.14 1.78 -3.85
H -4.82 0.25 -3.35
O -1.62 0.32 -2.46
Cl -3.91 1.31 -1.45
Tc -0.39 0.08 0.67
P -0.70 2.21 -0.76
C 0.86 2.62 -1.70
C -1.66 3.34 -1.96
H -1.25 4.38 -1.96
H -0.34 4.52 0.06
H -2.71 3.43 -1.67
H -1.55 3.59 1.01
H 0.88 2.10 -2.66
H -1.64 3.02 -3.01
C -0.58 3.52 0.50
H 0.92 3.71 -1.91
H 0.19 3.25 1.24
H 1.75 2.33 -1.15
P -2.09 -1.37 -0.03
C -1.36 -3.03 -0.46
C -2.80 -1.86 1.58
H -4.48 -1.12 -0.81
H -4.05 -2.82 -0.66
H -3.53 -1.92 -2.07
C -3.67 -1.84 -0.99
H -3.46 -1.05 1.94
H -3.42 -2.80 1.52
H -2.09 -3.86 -0.32
H -0.48 -3.25 0.15
H -1.99 -2.01 2.31
H -1.04 -3.05 -1.51
Cl -0.61 0.71 2.79
C 2.74 -2.54 3.55
C 3.14 -2.38 2.09
N 1.99 -1.74 1.40
C 2.08 -0.66 0.58
S 1.51 -0.82 -1.00
N 2.59 0.56 1.06
C 3.96 0.70 1.56
C 5.02 0.29 0.55
H 2.49 -1.57 3.98
H 3.57 -2.99 4.10
H 1.85 -3.19 3.63
H 4.02 -1.75 1.96
H 3.33 -3.35 1.61
H 1.32 -2.43 1.10
H 2.26 1.36 0.52
H 4.09 1.76 1.84
H 4.01 0.11 2.48
H 5.00 0.96 -0.31
H 6.01 0.35 1.02
H 4.87 -0.74 0.18
```

[8]
An isolated molecule of C3H9N3O, computed with the ωB97M-V functional and the def2-TZVPD basis.

The relative energy (zero: lowest compared OMol25 entry of this formula, charge and spin) is 47.1 kJ/mol. The strongest force on any atom is 0.56 eV/A. For the LUMO energy, the calculation gives 0.8765 eV. As for the SMILES: NCNC(=O)CN. The HOMO-LUMO gap is 10.17 eV. The calculation puts the total energy at -9775.051 eV.

```
16
C3H9N3O (the ωB97M-V functional and the def2-TZVPD basis)
N -3.01 0.21 -0.22
C -1.84 -0.66 -0.09
N -0.74 0.14 0.40
C 0.55 -0.14 0.09
O 0.89 -1.21 -0.38
C 1.57 0.94 0.43
N 2.78 0.73 -0.33
H -3.52 0.18 0.66
H -3.65 -0.14 -0.92
H -1.53 -1.14 -1.03
H -2.04 -1.49 0.60
H -0.96 1.08 0.69
H 1.69 0.87 1.53
H 1.15 1.93 0.22
H 3.57 1.12 0.18
H 2.95 -0.28 -0.37
```